ORCA calculation (wB97M-V/def2-TZVPD) on a cluster of 10 separate species, C60H150N10O20 in total at a distorted geometry.

XYZ file:
```
240
Properties=species:S:1:pos:R:3
C -2.509 4.017 5.584
O -1.076 4.212 5.679
C -0.549 5.547 5.640
C -0.675 6.051 4.243
N 0.032 5.217 3.321
C -0.281 5.505 1.923
C -1.608 5.012 1.678
O -1.724 4.090 0.553
C -2.959 3.425 0.358
H -2.758 3.008 5.256
H -3.094 4.627 4.896
H -2.962 4.137 6.568
H 0.518 5.442 5.840
H -1.020 6.130 6.432
H 0.027 6.883 4.297
H -1.625 6.508 3.967
H -0.126 4.269 3.633
H 0.435 5.010 1.268
H -0.036 6.536 1.667
H -2.338 5.821 1.644
H -2.000 4.452 2.527
H -3.818 4.067 0.162
H -3.221 2.994 1.324
H -2.819 2.819 -0.537
C 1.434 2.134 8.325
O 2.717 2.641 8.122
C 2.901 3.337 6.832
C 2.776 2.379 5.591
N 3.434 2.917 4.394
C 3.480 1.920 3.269
C 4.092 2.424 1.992
O 4.216 1.359 1.085
C 5.372 1.543 0.121
H 1.159 1.344 7.626
H 0.724 2.957 8.251
H 1.132 1.850 9.333
H 3.923 3.716 6.807
H 2.220 4.187 6.782
H 1.768 2.013 5.400
H 3.352 1.480 5.809
H 3.333 3.887 4.131
H 2.501 1.451 3.166
H 4.103 1.121 3.670
H 5.118 2.714 2.220
H 3.368 3.204 1.758
H 5.528 2.544 -0.281
H 5.500 0.831 -0.694
H 6.287 1.507 0.712
C -2.817 -1.112 -10.870
O -1.807 -0.395 -10.220
C -1.237 -1.023 -9.094
C -0.358 0.050 -8.455
N -0.022 -0.280 -7.092
C 0.975 -1.359 -6.847
C 1.293 -1.475 -5.335
O 2.003 -2.597 -4.968
C 3.344 -2.667 -4.667
H -3.392 -0.610 -11.648
H -3.485 -1.683 -10.226
H -2.434 -2.005 -11.363
H -0.565 -1.817 -9.422
H -1.981 -1.536 -8.485
H -0.766 1.037 -8.673
H 0.599 0.107 -8.973
H 0.013 0.563 -6.536
H 1.883 -1.200 -7.428
H 0.540 -2.306 -7.167
H 0.341 -1.668 -4.841
H 1.657 -0.578 -4.834
H 4.048 -2.767 -5.493
H 3.656 -3.476 -4.008
H 3.545 -1.834 -3.994
C -4.472 -9.925 1.776
O -5.210 -9.350 2.835
C -6.101 -8.225 2.437
C -5.214 -6.960 2.172
N -4.652 -6.563 3.501
C -3.767 -5.403 3.478
C -3.304 -5.060 4.917
O -4.462 -4.741 5.600
C -4.365 -4.265 6.912
H -3.742 -10.698 2.015
H -3.922 -9.267 1.103
H -5.219 -10.524 1.255
H -6.745 -8.060 3.301
H -6.752 -8.430 1.587
H -5.867 -6.167 1.810
H -4.466 -7.209 1.420
H -4.323 -7.311 4.095
H -4.485 -4.695 3.065
H -2.948 -5.500 2.766
H -2.781 -4.104 4.887
H -2.643 -5.786 5.392
H -4.302 -5.063 7.651
H -5.256 -3.684 7.150
H -3.530 -3.599 7.129
C -4.564 -1.523 10.517
O -4.831 -2.136 9.250
C -5.586 -1.296 8.395
C -4.810 -0.761 7.272
N -3.619 -0.113 7.648
C -2.776 0.379 6.498
C -1.389 0.752 7.003
O -0.715 -0.387 7.648
C -0.406 -1.524 6.972
H -4.570 -0.434 10.453
H -3.636 -1.858 10.980
H -5.414 -1.855 11.113
H -6.088 -0.414 8.792
H -6.526 -1.725 8.047
H -5.472 -0.068 6.753
H -4.468 -1.530 6.579
H -2.954 -0.778 8.017
H -3.361 1.163 6.017
H -2.641 -0.380 5.728
H -1.362 1.566 7.728
H -0.776 1.092 6.168
H 0.227 -1.290 6.116
H -1.239 -2.076 6.536
H 0.018 -2.161 7.749
C 1.465 -4.369 2.282
O 0.335 -4.923 1.728
C 0.567 -5.862 0.720
C -0.194 -5.663 -0.541
N -1.551 -6.090 -0.701
C -2.059 -5.569 -1.944
C -1.417 -6.153 -3.171
O -1.965 -5.572 -4.381
C -1.432 -4.305 -4.814
H 1.848 -4.918 3.142
H 1.042 -3.418 2.605
H 2.261 -4.064 1.602
H 0.207 -6.812 1.113
H 1.589 -5.897 0.342
H 0.385 -6.238 -1.263
H 0.102 -4.674 -0.890
H -2.079 -5.933 0.146
H -2.150 -4.483 -1.922
H -3.111 -5.803 -2.106
H -1.616 -7.209 -3.355
H -0.331 -6.147 -3.263
H -2.070 -3.541 -4.370
H -1.531 -4.365 -5.898
H -0.384 -4.118 -4.579
C -1.906 1.409 -3.395
O -2.979 1.708 -4.216
C -4.179 2.061 -3.583
C -5.342 1.087 -4.017
N -4.881 -0.313 -4.051
C -4.993 -0.829 -2.714
C -4.543 -2.384 -2.561
O -3.941 -2.730 -1.337
C -4.846 -3.565 -0.600
H -1.174 1.054 -4.120
H -2.126 0.640 -2.655
H -1.488 2.239 -2.825
H -4.432 3.053 -3.957
H -4.194 2.062 -2.493
H -5.835 1.131 -4.988
H -6.146 1.332 -3.324
H -3.875 -0.243 -4.119
H -6.032 -0.874 -2.388
H -4.491 -0.157 -2.017
H -3.682 -2.451 -3.227
H -5.218 -3.115 -3.007
H -4.527 -3.684 0.435
H -4.998 -4.523 -1.098
H -5.803 -3.049 -0.530
C 7.885 7.401 -3.776
O 8.568 6.254 -3.468
C 8.364 5.430 -2.312
C 8.880 4.000 -2.564
N 7.865 3.045 -2.742
C 8.367 1.661 -2.979
C 7.250 0.959 -3.808
O 6.813 1.785 -4.852
C 7.670 2.168 -5.926
H 8.214 8.152 -3.058
H 6.815 7.466 -3.577
H 8.270 7.838 -4.698
H 7.345 5.562 -1.947
H 9.015 5.836 -1.538
H 9.455 3.631 -1.714
H 9.642 4.041 -3.342
H 7.395 3.368 -3.576
H 8.604 1.162 -2.039
H 9.310 1.628 -3.525
H 6.339 0.766 -3.242
H 7.675 -0.023 -4.015
H 8.669 2.525 -5.678
H 7.251 3.046 -6.417
H 7.923 1.187 -6.329
C 2.064 2.687 -8.299
O 1.914 2.364 -6.943
C 2.188 3.452 -5.968
C 3.725 3.717 -5.791
N 4.375 2.881 -4.778
C 4.535 3.410 -3.398
C 3.199 3.662 -2.517
O 2.717 5.049 -2.647
C 1.310 5.144 -2.528
H 3.031 3.186 -8.366
H 1.259 3.347 -8.624
H 2.013 1.800 -8.930
H 1.748 3.199 -5.004
H 1.598 4.293 -6.333
H 3.639 4.725 -5.384
H 4.262 3.632 -6.736
H 5.254 2.569 -5.166
H 5.068 4.338 -3.610
H 5.206 2.793 -2.800
H 3.539 3.590 -1.484
H 2.395 2.940 -2.664
H 0.837 4.742 -1.632
H 0.776 4.851 -3.432
H 1.130 6.219 -2.529
C 1.548 0.951 -0.481
O 0.471 0.470 -1.323
C 0.191 -0.942 -1.151
C -1.310 -1.310 -0.778
N -1.739 -0.456 0.375
C -1.480 -1.147 1.639
C -2.075 -0.462 2.944
O -1.713 0.893 3.302
C -0.344 1.285 3.007
H 2.465 0.668 -0.998
H 1.435 0.703 0.574
H 1.588 2.039 -0.431
H 0.869 -1.557 -0.560
H 0.301 -1.475 -2.095
H -1.443 -2.353 -0.490
H -1.900 -1.111 -1.673
H -1.352 0.462 0.208
H -0.403 -1.208 1.795
H -1.936 -2.136 1.588
H -1.585 -0.889 3.819
H -3.164 -0.508 2.954
H 0.335 0.664 3.591
H -0.172 2.329 3.270
H -0.035 1.215 1.965
```

Properties
energy: -4427.51252 hartree
SMILES: COCCNCCOC.COCCNCCOC.COCCNCCOC.COCCNCCOC.COCCNCCOC.COCCNCCOC.COCCNCCOC.COCCNCCOC.COCCNCCOC.COCCNCCOC
highest occupied orbital energy: -8.1 eV
charge: 0
LUMO: 0.4 eV
energy above the lowest of the compared OMol25 structures with the same formula, charge and spin: 280.6 kcal per mole